Formula: C5H9NOS
Source: the Open Molecules 2025 dataset
Level of theory: ωB97M-V/def2-TZVPD

XYZ file:
```
17
Properties=species:S:1:pos:R:3
C 0.99646 0.16984 -0.67875
C 1.63501 0.17240 -1.84536
C 1.33635 0.59105 0.66178
C -1.38707 -0.52590 0.85957
C -1.09859 0.87915 1.26079
N -1.03626 -0.83599 -0.47949
O 0.30731 1.18016 1.48334
S -0.74985 -2.49754 -0.73547
H 1.39813 -0.40758 -2.69305
H 2.66173 0.46227 -1.95716
H 1.72646 -0.31292 1.15618
H 2.17730 1.30737 0.63076
H -0.99118 -1.25960 1.58798
H -2.40418 -0.66804 0.86475
H -1.40908 1.66981 0.57570
H -1.61379 1.35478 2.19468
H -0.41824 -2.36901 -2.05212
```

Computed properties:
Maximum force, Eh/bohr: 0.0750
2S+1: 1
HOMO level (alpha / beta), eV: -7.8381 / -8.0661
Calculated total energy, eV: -19698.11048